{"formula": "C54H43CrN2O4P2S5", "method": "the ωB97M-V functional and the def2-TZVPD basis", "elements": ["Cr", "C", "C", "C", "C", "C", "C", "C", "C", "P", "C", "C", "C", "C", "C", "C", "C", "C", "C", "C", "C", "C", "C", "O", "C", "C", "C", "C", "C", "C", "P", "C", "C", "C", "C", "C", "C", "C", "C", "C", "C", "C", "C", "H", "H", "H", "H", "H", "H", "H", "H", "H", "H", "H", "H", "H", "H", "H", "H", "H", "H", "H", "H", "H", "H", "H", "H", "H", "H", "H", "H", "H", "H", "H", "H", "C", "C", "C", "C", "C", "C", "C", "S", "O", "O", "N", "C", "C", "C", "C", "C", "N", "H", "H", "H", "H", "H", "H", "H", "H", "H", "H", "H", "O", "C", "S", "C", "C", "S", "S", "S"], "coordinates": [[-0.0686, 0.2110, -0.0791], [-1.8673, -3.4018, 6.5389], [-1.7684, -3.1382, 5.0377], [-2.4602, -4.2845, 4.2753], [-0.3232, -3.0518, 4.5719], [0.7440, -3.6551, 5.2206], [2.0322, -3.5746, 4.7072], [2.2705, -2.8591, 3.5495], [1.2281, -2.2213, 2.8779], [1.5988, -1.1477, 1.4278], [2.5655, -2.3987, 0.5028], [1.8009, -3.3768, -0.1299], [2.3956, -4.4208, -0.8168], [3.7791, -4.5071, -0.8692], [4.5504, -3.5578, -0.2161], [3.9521, -2.5116, 0.4715], [2.7722, 0.0114, 2.2114], [3.7807, 0.6528, 1.4950], [4.5836, 1.6020, 2.1107], [4.3756, 1.9366, 3.4385], [3.3655, 1.3123, 4.1557], [2.5701, 0.3566, 3.5471], [-0.0485, -2.3613, 3.3929], [-1.0714, -1.7855, 2.6822], [-2.0899, -1.2541, 3.4345], [-2.7448, -0.1629, 2.8931], [-3.7945, 0.3932, 3.6190], [-4.1457, -0.1288, 4.8514], [-3.4833, -1.2413, 5.3530], [-2.4478, -1.8363, 4.6443], [-2.3960, 0.3174, 1.1626], [-3.0625, 2.0039, 1.1297], [-3.8786, 2.4777, 0.1116], [-4.2839, 3.8041, 0.1040], [-3.8714, 4.6647, 1.1057], [-3.0375, 4.2026, 2.1157], [-2.6324, 2.8810, 2.1266], [-3.6353, -0.7951, 0.4042], [-3.2093, -2.0687, 0.0415], [-4.1120, -3.0157, -0.4198], [-5.4581, -2.7009, -0.5096], [-5.8992, -1.4464, -0.1110], [-4.9983, -0.5034, 0.3556], [-1.4003, -4.3513, 6.7960], [-2.9087, -3.4808, 6.8471], [-1.3903, -2.6101, 7.1172], [-1.9733, -5.2342, 4.5015], [-2.4111, -4.1211, 3.1978], [-3.5104, -4.3480, 4.5631], [0.5783, -4.2025, 6.1375], [2.8503, -4.0598, 5.2216], [3.2812, -2.7748, 3.1695], [0.7162, -3.3257, -0.0485], [1.7829, -5.1679, -1.3038], [4.2541, -5.3172, -1.4059], [5.6298, -3.6312, -0.2355], [4.5752, -1.8017, 0.9911], [3.9337, 0.4261, 0.4514], [5.3610, 2.0921, 1.5386], [4.9928, 2.6892, 3.9113], [3.1927, 1.5721, 5.1917], [1.7818, -0.1171, 4.1198], [-4.3338, 1.2421, 3.2196], [-4.9529, 0.3180, 5.4154], [-3.7928, -1.6522, 6.3033], [-4.1607, 1.8412, -0.7112], [-4.8996, 4.1642, -0.7091], [-4.1825, 5.7011, 1.0932], [-2.6894, 4.8758, 2.8877], [-1.9676, 2.5355, 2.9092], [-2.1618, -2.3273, 0.1294], [-3.7581, -3.9970, -0.7077], [-6.1659, -3.4333, -0.8743], [-6.9521, -1.2013, -0.1566], [-5.3652, 0.4564, 0.6897], [1.9185, 3.6124, -7.0158], [1.0247, 3.2891, -5.8524], [-0.3208, 2.9965, -6.0503], [-1.1565, 2.7216, -4.9797], [-0.6387, 2.7333, -3.6952], [0.6944, 3.0426, -3.4726], [1.5193, 3.3109, -4.5502], [-1.6831, 2.4319, -2.2998], [-3.0182, 2.2531, -2.8211], [-1.4260, 3.4560, -1.3358], [-1.1803, 1.0213, -1.6432], [-1.3034, -0.1459, -2.3365], [-1.9039, -0.3916, -3.5826], [-1.8439, -1.6646, -4.0928], [-1.2083, -2.6857, -3.3781], [-0.6730, -2.3729, -2.1536], [-0.7193, -1.1418, -1.6390], [1.6104, 3.0756, -7.9126], [2.9542, 3.3548, -6.7985], [1.8845, 4.6800, -7.2415], [-0.7222, 2.9880, -7.0563], [-2.2067, 2.5121, -5.1316], [1.0716, 3.0855, -2.4614], [2.5619, 3.5435, -4.3728], [-2.4169, 0.3979, -4.1042], [-2.2949, -1.8738, -5.0543], [-1.1414, -3.6936, -3.7581], [-0.1924, -3.1358, -1.5540], [4.6572, 5.0965, -0.7697], [3.8513, 4.2207, -0.6231], [2.4826, 4.3047, 0.4972], [1.8176, 2.7308, 0.1197], [2.4259, 2.0176, -0.8392], [1.9390, 0.4127, -1.3346], [3.8420, 2.7236, -1.5886], [0.4414, 2.1812, 1.0392]], "forces_ev_per_a": [[0.091, 0.279, -0.486], [-0.009, -0.026, -0.037], [0.032, 0.015, 0.060], [0.006, -0.007, -0.046], [0.061, -0.052, 0.055], [-0.054, 0.040, 0.002], [0.024, 0.042, -0.057], [0.028, -0.060, 0.030], [0.016, 0.038, 0.058], [-0.016, -0.120, 0.009], [0.012, -0.047, -0.054], [-0.105, 0.081, 0.146], [-0.016, 0.016, 0.018], [0.036, 0.018, 0.002], [0.016, -0.042, -0.021], [-0.158, 0.043, -0.031], [0.007, -0.018, -0.043], [0.056, -0.086, 0.071], [-0.007, 0.004, -0.027], [0.000, 0.032, 0.024], [0.010, 0.014, 0.005], [-0.039, 0.001, 0.040], [0.066, -0.073, -0.052], [-0.043, -0.013, -0.038], [-0.022, -0.040, 0.014], [-0.075, 0.100, 0.044], [-0.060, -0.007, 0.058], [0.025, -0.024, -0.012], [0.057, 0.015, 0.005], [-0.096, 0.028, 0.022], [0.101, -0.003, -0.137], [0.044, -0.009, -0.011], [0.009, 0.005, 0.069], [-0.034, 0.021, 0.003], [-0.018, 0.006, 0.001], [0.007, 0.008, -0.002], [0.044, 0.046, -0.027], [-0.088, 0.025, 0.075], [0.080, -0.029, -0.077], [0.017, -0.006, 0.012], [-0.015, 0.000, 0.008], [-0.002, -0.015, -0.006], [0.042, 0.009, -0.041], [0.019, -0.018, -0.009], [-0.027, 0.013, -0.007], [0.009, 0.014, 0.011], [0.008, -0.019, 0.008], [-0.005, 0.000, -0.017], [-0.022, 0.000, 0.006], [-0.011, -0.006, 0.021], [0.010, -0.008, 0.008], [-0.011, 0.012, -0.006], [0.263, -0.036, 0.116], [-0.016, -0.027, -0.015], [0.005, -0.009, -0.009], [0.012, -0.001, -0.008], [0.039, 0.173, 0.036], [0.048, -0.097, -0.025], [0.012, 0.001, -0.010], [0.013, 0.004, 0.009], [-0.009, 0.005, 0.009], [0.026, 0.031, -0.005], [0.006, -0.031, 0.013], [-0.012, 0.006, 0.012], [0.000, -0.014, 0.026], [-0.064, -0.082, -0.038], [-0.008, 0.004, -0.009], [0.003, 0.010, -0.006], [-0.001, 0.007, 0.007], [-0.005, -0.006, 0.003], [-0.015, 0.018, -0.003], [-0.004, -0.018, -0.006], [-0.006, -0.012, -0.013], [-0.013, 0.000, -0.001], [0.013, 0.052, -0.005], [0.023, -0.010, -0.024], [-0.018, 0.001, 0.014], [0.015, 0.002, -0.019], [-0.058, -0.072, -0.014], [0.001, -0.016, 0.053], [0.019, 0.043, -0.023], [-0.028, -0.013, 0.014], [0.131, 0.078, 0.021], [0.020, 0.019, -0.011], [0.019, -0.005, -0.013], [-0.209, 0.061, 0.071], [-0.025, -0.060, -0.028], [-0.036, -0.054, -0.059], [0.072, -0.072, 0.056], [-0.067, 0.103, -0.002], [-0.001, -0.241, -0.027], [0.134, 0.094, 0.255], [-0.002, 0.000, -0.006], [0.011, -0.001, -0.002], [-0.001, 0.017, -0.001], [-0.008, -0.003, -0.020], [-0.002, 0.005, -0.004], [-0.015, 0.014, 0.010], [0.016, 0.006, -0.002], [0.009, 0.024, 0.006], [-0.006, -0.007, -0.004], [-0.012, -0.020, -0.020], [-0.125, 0.159, -0.204], [0.122, -0.009, 0.085], [-0.176, 0.084, -0.190], [0.050, -0.051, 0.043], [0.001, -0.066, -0.048], [-0.043, 0.013, 0.083], [-0.113, -0.053, 0.051], [0.036, -0.023, 0.071], [-0.019, -0.116, 0.167]], "e_above_lowest_kcal_mol": 5.6, "orbital_gap_ev": [6.45, 6.86], "s2": 3.8275, "homo_energy_ev": [-6.6, -6.8], "energy_ha": -6212.3041, "spin_multiplicity": 4, "lumo_energy_ev": [-0.17, 0.07]}